[1]
11 unconnected molecules or ions with the total composition C28H78O13 at a distorted geometry, computed with ωB97M-V with the def2-TZVPD basis set.

Its SMILES is CC(C)O.CC(C)O.CC(C)O.CC(C)O.CC(C)O.CC(C)O.CC(C)O.CC(C)O.OCCO.OCCO.O. The lowest unoccupied orbital energy is -0.01 eV.

Geometry (Å):
C: -5.628 2.061 4.342
C: -6.246 2.913 3.215
C: -6.170 4.469 3.412
O: -5.552 2.660 2.000
H: -4.565 2.217 4.530
H: -5.776 1.017 4.068
H: -6.134 2.363 5.259
H: -7.298 2.661 3.083
H: -6.729 4.852 4.265
H: -6.568 5.006 2.551
H: -5.143 4.825 3.490
H: -6.193 2.928 1.337
C: 4.914 2.916 -7.972
C: 5.949 3.871 -7.291
C: 6.467 3.356 -5.957
O: 7.052 3.895 -8.170
H: 4.410 3.277 -8.868
H: 4.106 2.677 -7.280
H: 5.398 2.007 -8.331
H: 5.571 4.892 -7.224
H: 5.849 3.670 -5.116
H: 7.471 3.758 -5.828
H: 6.604 2.275 -5.986
H: 7.648 4.481 -7.697
C: -0.005 -5.242 6.189
C: -0.307 -3.811 6.770
C: 0.309 -3.759 8.200
O: 0.267 -2.787 5.958
H: -0.509 -5.319 5.226
H: -0.351 -6.075 6.801
H: 1.067 -5.392 6.059
H: -1.392 -3.739 6.709
H: -0.080 -4.595 8.781
H: -0.016 -2.829 8.665
H: 1.381 -3.794 8.005
H: -0.184 -2.689 5.116
C: -1.076 6.921 -2.168
C: -0.952 6.715 -3.701
C: -2.154 5.997 -4.318
O: -0.881 7.992 -4.210
H: -0.158 7.396 -1.821
H: -1.150 5.997 -1.594
H: -1.949 7.536 -1.950
H: -0.026 6.234 -4.017
H: -2.278 4.938 -4.092
H: -2.156 5.996 -5.408
H: -3.051 6.514 -3.976
H: -0.798 7.953 -5.166
C: -5.212 -0.057 -8.387
C: -5.444 -1.397 -7.705
C: -4.773 -1.591 -6.375
O: -6.832 -1.466 -7.545
H: -4.177 0.113 -8.683
H: -5.429 0.749 -7.686
H: -5.774 -0.075 -9.321
H: -5.031 -2.141 -8.386
H: -5.191 -1.049 -5.526
H: -3.705 -1.425 -6.515
H: -4.803 -2.614 -6.000
H: -6.975 -2.353 -7.208
C: -8.687 -3.825 0.109
C: -7.787 -5.031 0.043
C: -6.574 -5.141 0.881
O: -8.487 -6.252 0.226
H: -9.234 -3.773 1.050
H: -9.406 -3.976 -0.696
H: -8.084 -2.951 -0.138
H: -7.595 -4.987 -1.029
H: -6.000 -4.216 0.820
H: -5.922 -5.972 0.611
H: -6.765 -5.140 1.954
H: -9.084 -6.231 0.978
C: 2.603 -7.054 -0.698
C: 2.566 -8.567 -1.069
C: 1.259 -9.271 -0.885
O: 2.854 -8.520 -2.455
H: 3.096 -7.013 0.274
H: 1.623 -6.598 -0.555
H: 3.176 -6.412 -1.367
H: 3.421 -8.959 -0.518
H: 0.382 -8.774 -1.300
H: 1.003 -9.351 0.171
H: 1.318 -10.286 -1.278
H: 3.727 -8.133 -2.556
C: 7.925 2.584 2.873
C: 8.601 1.375 2.186
C: 9.708 0.710 2.962
O: 7.571 0.423 1.984
H: 8.590 3.100 3.565
H: 7.103 2.257 3.511
H: 7.598 3.274 2.094
H: 8.887 1.715 1.190
H: 10.184 -0.154 2.498
H: 9.303 0.338 3.903
H: 10.444 1.478 3.197
H: 6.805 0.895 1.650
O: 3.393 5.290 7.393
C: 2.854 5.844 6.215
C: 1.604 5.123 5.745
O: 1.860 3.963 4.989
H: 3.807 4.459 7.147
H: 2.490 6.832 6.498
H: 3.603 5.875 5.424
H: 1.046 5.780 5.078
H: 0.850 4.983 6.520
H: 1.757 3.186 5.542
O: 1.800 1.107 -0.382
C: 1.430 -0.173 -0.789
C: -0.137 -0.425 -0.927
O: -0.757 -0.427 0.332
H: 1.396 1.328 0.460
H: 1.956 -0.207 -1.742
H: 1.803 -0.971 -0.146
H: -0.293 -1.282 -1.581
H: -0.449 0.447 -1.501
H: -1.320 0.346 0.412
O: 5.402 -2.954 5.161
H: 5.671 -2.469 4.381
H: 4.467 -3.114 5.035



[2]
9 unconnected molecules or ions with the total composition C28H79N5O13 at a distorted geometry, computed with ωB97M-V with the def2-TZVPD basis set.

Its SMILES is COC[C@H](C)N.COC[C@H](C)N.COC[C@H](C)N.COC[C@H](C)N.COC[C@H](C)N.OCCO.OCCO.OCCO.OCCO. For the energy above the lowest of the compared OMol25 structures with the same formula, charge and spin, the calculation gives 78.85 kcal per mole. The lowest unoccupied orbital energy is 0.28 eV.

Geometry (Å):
C: -5.009 0.084 0.833
O: -5.495 0.841 -0.264
C: -6.259 2.034 0.020
C: -6.138 2.996 -1.216
C: -4.642 3.313 -1.598
N: -6.783 4.245 -0.886
H: -4.688 -0.878 0.434
H: -5.819 -0.138 1.528
H: -4.196 0.630 1.312
H: -7.305 1.823 0.244
H: -5.928 2.498 0.949
H: -6.583 2.589 -2.123
H: -4.199 4.028 -0.903
H: -4.526 3.711 -2.606
H: -4.065 2.389 -1.571
H: -6.313 4.642 -0.085
H: -7.725 4.100 -0.551
C: 1.876 -3.659 4.811
O: 2.790 -4.180 3.882
C: 2.382 -4.762 2.604
C: 1.170 -4.174 1.910
C: 0.921 -4.833 0.478
N: 1.234 -2.778 1.768
H: 0.930 -4.197 4.858
H: 1.837 -2.605 4.533
H: 2.357 -3.752 5.784
H: 3.147 -4.792 1.828
H: 2.114 -5.785 2.869
H: 0.271 -4.429 2.473
H: 0.680 -5.888 0.610
H: 1.871 -4.857 -0.057
H: 0.084 -4.403 -0.072
H: 1.993 -2.499 1.163
H: 0.399 -2.571 1.237
C: 3.215 -2.510 -1.525
O: 3.500 -2.460 -0.185
C: 3.858 -1.168 0.366
C: 4.611 -1.205 1.704
C: 5.191 0.156 2.127
N: 5.791 -2.066 1.612
H: 4.015 -2.277 -2.228
H: 2.464 -1.746 -1.721
H: 2.664 -3.350 -1.949
H: 4.581 -0.715 -0.311
H: 3.051 -0.435 0.365
H: 3.884 -1.514 2.455
H: 5.440 0.231 3.185
H: 4.394 0.868 1.911
H: 6.112 0.508 1.663
H: 5.527 -2.958 1.219
H: 6.286 -1.651 0.835
C: 5.427 2.918 -2.178
O: 4.088 3.083 -1.595
C: 3.909 3.569 -0.210
C: 2.396 3.570 0.155
C: 2.151 4.319 1.462
N: 1.999 2.207 0.405
H: 6.022 2.296 -1.510
H: 5.923 3.840 -2.482
H: 5.279 2.318 -3.076
H: 4.537 3.023 0.494
H: 4.347 4.567 -0.237
H: 1.773 3.935 -0.661
H: 2.579 5.321 1.424
H: 2.724 3.712 2.163
H: 1.105 4.404 1.755
H: 2.172 1.604 -0.386
H: 1.002 2.175 0.564
C: -1.214 2.820 0.102
O: -1.334 1.438 0.356
C: -1.296 0.636 -0.840
C: -0.410 -0.609 -0.675
C: -0.445 -1.579 -1.884
N: -0.950 -1.292 0.491
H: -0.225 3.177 -0.186
H: -1.518 3.425 0.956
H: -1.922 3.129 -0.667
H: -2.329 0.326 -0.996
H: -1.033 1.113 -1.784
H: 0.573 -0.266 -0.354
H: -0.044 -2.578 -1.714
H: 0.091 -1.231 -2.768
H: -1.469 -1.709 -2.234
H: -1.186 -0.671 1.251
H: -1.703 -1.940 0.307
O: 2.052 1.169 2.984
C: 0.847 1.524 3.539
C: -0.274 0.464 3.382
O: 0.015 -0.684 4.063
H: 2.138 1.452 2.071
H: 1.048 1.637 4.605
H: 0.451 2.516 3.319
H: -0.232 0.293 2.306
H: -1.238 0.872 3.689
H: 0.746 -1.034 3.547
O: -2.715 -0.706 -6.008
C: -3.703 0.054 -5.258
C: -3.031 0.728 -4.029
O: -2.280 1.849 -4.520
H: -1.979 -0.115 -6.177
H: -4.023 0.847 -5.934
H: -4.600 -0.551 -5.127
H: -2.420 -0.004 -3.502
H: -3.689 1.184 -3.288
H: -1.493 1.912 -3.974
O: 0.124 3.310 -3.095
C: 1.408 3.022 -3.726
C: 1.796 1.612 -3.416
O: 2.129 1.373 -2.088
H: -0.080 4.246 -3.031
H: 1.391 3.172 -4.805
H: 2.111 3.807 -3.448
H: 2.718 1.421 -3.964
H: 1.062 0.910 -3.810
H: 2.951 1.819 -1.871
O: -5.149 -5.277 1.662
C: -4.238 -4.519 2.390
C: -2.866 -4.351 1.782
O: -2.803 -3.494 0.633
H: -5.092 -6.211 1.878
H: -4.763 -3.564 2.391
H: -4.192 -4.780 3.447
H: -2.564 -5.380 1.585
H: -2.218 -3.976 2.575
H: -3.333 -4.047 0.054